Record 1
# C38H56F6N3O9S2SeTl

A structure of composition C38H56F6N3O9S2SeTl at a distorted geometry (ωB97M-V with the def2-TZVPD basis set, the OMol25 dataset).

```
116
Properties=species:S:1:pos:R:3:forces:R:3
Tl -0.41773 1.58913 -1.02467 0.4 -0.3 1.0
C -2.27859 5.12148 -0.68668 0.2 0.1 0.3
N -1.59946 5.19343 -1.96574 -0.3 -0.2 0.1
C -2.47305 5.21367 -3.12139 0.0 -0.1 -0.4
C -0.27355 4.91929 -1.98333 0.3 0.3 -0.1
O 0.40856 4.98994 -0.97618 0.4 -0.2 -0.1
C 0.37515 4.60542 -3.34474 0.0 0.1 -0.1
O 0.93137 3.29798 -3.32727 0.2 -0.4 -0.1
C 0.73591 2.60755 -4.55824 -0.6 0.6 -0.1
C 1.43562 1.28671 -4.51039 0.6 -1.2 0.1
O -0.23232 0.22756 -3.37756 0.5 -0.2 1.2
N 2.56814 1.06871 -5.25046 -1.0 0.0 1.0
C 3.15747 -0.24259 -5.05159 0.2 -0.3 0.2
C 2.56569 1.50647 -6.64042 -0.1 0.4 -0.2
H -3.03856 4.33651 -0.71255 0.0 0.0 0.0
H -2.74732 6.08102 -0.44476 0.0 -0.1 0.0
H -1.53804 4.87446 0.07066 -0.1 0.1 0.1
H -2.57555 4.21649 -3.55688 -0.1 0.3 0.0
H -2.11568 5.91705 -3.87574 0.0 0.0 0.0
H -3.45215 5.55640 -2.79358 0.0 0.0 0.0
H 1.18953 5.33170 -3.51501 -0.3 -0.1 0.1
H -0.35316 4.68495 -4.15060 0.0 0.0 0.0
H 1.14077 3.20155 -5.38741 0.0 -0.1 0.1
H -0.34049 2.45489 -4.70620 0.3 0.1 -0.1
H 3.22684 -0.43540 -3.98309 0.2 -0.1 -0.1
H 4.15230 -0.25334 -5.49801 -0.1 0.0 0.0
H 2.53411 -1.02403 -5.50104 0.0 0.0 0.0
H 2.52113 2.59134 -6.71599 0.0 0.0 0.0
H 1.71076 1.07850 -7.17451 0.1 0.0 -0.1
H 3.49749 1.17606 -7.09680 0.0 0.0 0.0
C -3.20315 -2.14516 6.09962 -0.2 0.0 -0.1
C -3.92943 -1.60457 4.85764 0.0 -0.1 0.1
C -5.06247 -0.66421 5.30007 0.1 -0.2 0.0
C -4.57268 -2.78449 4.12635 0.1 0.2 0.1
C -2.93187 -0.86219 3.97989 -0.1 -0.1 0.1
C -2.55792 -1.28710 2.71365 0.0 -0.1 0.0
C -1.64208 -0.57969 1.96278 0.1 0.0 -0.6
Se -1.25824 -1.18783 0.15135 0.3 0.1 0.6
C 0.55564 -1.85429 0.38925 -0.6 0.3 -0.1
C 0.66640 -3.15493 0.84331 0.1 -0.1 -0.1
C 1.90275 -3.75977 1.00116 0.0 -0.1 0.0
C 3.02013 -2.94751 0.78606 -0.1 -0.2 0.1
C 2.95157 -1.64598 0.35044 0.1 0.2 -0.1
C 1.67712 -1.05795 0.01985 -0.3 -0.7 0.3
O 1.58242 0.06604 -0.55441 -0.2 0.8 -0.4
C 4.19367 -0.77701 0.19934 0.2 0.1 0.0
C 4.34746 -0.35538 -1.26760 0.0 0.1 0.1
C 4.01693 0.46820 1.07906 0.0 0.0 -0.1
C 5.48600 -1.48011 0.63492 -0.3 0.1 -0.1
C 2.09161 -5.22411 1.37822 0.0 -0.1 0.1
C 0.77007 -5.99895 1.38443 0.2 0.1 0.0
C 3.02284 -5.91069 0.36476 -0.1 0.0 0.1
C 2.72383 -5.33279 2.77357 -0.1 -0.1 -0.2
C -1.06286 0.64762 2.40816 -0.4 -0.5 0.0
O -0.32116 1.34659 1.66400 0.4 0.4 -0.5
C -1.40893 1.03604 3.75229 0.2 0.2 0.1
C -2.31777 0.29514 4.46897 -0.1 -0.2 0.0
C -0.78211 2.31061 4.30547 0.0 0.2 0.1
C -1.29021 3.49062 3.46559 0.1 0.0 0.0
C 0.74524 2.22647 4.18651 -0.1 0.0 -0.1
C -1.12557 2.57564 5.77695 0.0 -0.1 -0.3
H -3.89022 -2.69894 6.74211 -0.1 -0.1 0.1
H -2.77014 -1.33251 6.67824 0.1 0.1 0.1
H -2.39717 -2.80938 5.79376 0.1 -0.1 0.0
H -5.79453 -1.20716 5.90101 -0.1 0.0 0.1
H -5.56507 -0.25442 4.42653 -0.1 0.1 -0.1
H -4.68375 0.16307 5.89471 0.0 0.1 0.0
H -5.29651 -3.27651 4.77729 -0.1 0.0 0.1
H -3.82285 -3.51483 3.83639 0.1 -0.1 -0.1
H -5.08979 -2.44050 3.23491 -0.1 0.0 -0.2
H -2.96386 -2.18268 2.26614 -0.1 -0.1 0.1
H -0.25406 -3.68030 1.05452 0.0 -0.1 0.0
H 3.99132 -3.37895 0.97538 0.2 0.0 0.0
H 3.43479 0.14380 -1.58016 0.0 0.0 -0.1
H 4.51027 -1.23342 -1.89335 0.1 -0.1 -0.1
H 5.18982 0.32820 -1.38735 0.2 0.1 0.0
H 3.10460 0.98693 0.80144 -0.1 0.1 0.0
H 4.86218 1.14734 0.96103 0.2 0.1 0.0
H 3.94740 0.17623 2.12589 0.0 0.0 0.1
H 5.68412 -2.35922 0.02276 0.1 -0.1 0.0
H 5.43070 -1.77963 1.68020 0.0 -0.1 0.1
H 6.32602 -0.79242 0.52496 0.0 0.1 0.0
H 0.28974 -5.93824 0.41089 -0.1 0.0 -0.1
H 0.08921 -5.61035 2.13784 -0.1 0.1 0.1
H 0.95897 -7.05084 1.60759 0.0 -0.1 0.0
H 2.62145 -5.81422 -0.64114 0.0 0.0 -0.1
H 3.12314 -6.97204 0.59669 0.0 -0.2 0.0
H 4.01648 -5.47109 0.38132 0.1 0.1 -0.1
H 2.09229 -4.84541 3.51244 -0.1 0.1 0.1
H 3.69782 -4.85084 2.78670 0.1 0.1 0.1
H 2.85356 -6.37895 3.05603 0.0 -0.1 0.1
H -2.58518 0.61998 5.46469 0.0 0.1 0.1
H -1.01936 3.31954 2.42785 0.0 0.1 -0.1
H -0.84605 4.42913 3.80035 0.1 0.1 0.1
H -2.37530 3.56567 3.53995 -0.1 0.0 0.0
H 1.01143 2.08081 3.14409 0.1 0.0 0.0
H 1.12413 1.38561 4.76606 0.1 -0.1 0.1
H 1.21018 3.14445 4.54924 0.0 0.1 0.1
H -2.19346 2.73980 5.91095 -0.2 0.0 0.1
H -0.60227 3.47138 6.11520 0.0 0.1 0.0
H -0.81164 1.74325 6.40456 0.0 -0.1 0.1
F -1.96231 -2.31896 -4.77964 0.0 0.4 0.1
C -0.90366 -1.91845 -5.47602 0.3 -0.4 -0.1
F -1.00025 -2.50718 -6.69217 -0.1 0.5 0.1
F 0.19100 -2.47394 -4.91087 0.1 0.3 0.1
S -0.68866 0.02855 -5.63683 -0.4 -1.2 -1.5
O 1.11691 0.32389 -3.68416 1.2 1.1 -0.6
O -0.64003 0.14948 -7.10860 0.1 0.1 -0.4
N -2.18067 0.44393 -5.20781 0.2 -0.2 0.5
S -2.43449 0.98980 -3.75922 -3.8 1.6 -1.2
O -1.99739 2.35324 -3.53158 0.6 0.0 0.2
O -2.61948 0.14926 -2.62009 0.5 -0.6 0.1
C -4.25580 1.42796 -4.19802 0.0 0.2 -0.1
F -4.30832 2.30159 -5.22971 0.2 -0.1 0.0
F -5.04725 0.39783 -4.53657 0.3 -0.2 0.1
F -4.88044 2.05950 -3.17788 0.4 -0.2 0.2
```
Positions in Å, forces in eV/Å.

Calculated values
Strongest force on any atom, eV/Å: 4.29
Charge: -2
Frontier orbital gap, eV: 5.39
E, eV: -171225.118

Here are the Mulliken charges for atoms 1 to 99, given in e: atom 1 (Tl): 0.886, atom 2 (C): -1.056, atom 3 (N): 0.253, atom 4 (C): -1.259, atom 5 (C): 0.245, atom 6 (O): -0.664, atom 7 (C): -0.510, atom 8 (O): -0.256, atom 9 (C): 0.436, atom 10 (C): -0.781, atom 11 (O): 0.036, atom 12 (N): 0.158, atom 13 (C): -0.639, atom 14 (C): -1.035, atom 15 (H): 0.366, atom 16 (H): 0.321, atom 17 (H): 0.347, atom 18 (H): 0.396, atom 19 (H): 0.426, atom 20 (H): 0.410, atom 21 (H): 0.372, atom 22 (H): 0.524, atom 23 (H): 0.455, atom 24 (H): 0.111, atom 25 (H): 0.003, atom 26 (H): 0.434, atom 27 (H): 0.285, atom 28 (H): 0.320, atom 29 (H): 0.346, atom 30 (H): 0.379, atom 31 (C): -1.691, atom 32 (C): 2.039, atom 33 (C): -1.723, atom 34 (C): -2.190, atom 35 (C): -0.379, atom 36 (C): -0.060, atom 37 (C): -0.629, atom 38 (Se): 0.035, atom 39 (C): -0.865, atom 40 (C): 0.279, atom 41 (C): -0.679, atom 42 (C): -0.233, atom 43 (C): -0.503, atom 44 (C): 1.276, atom 45 (O): -0.658, atom 46 (C): 2.829, atom 47 (C): -1.460, atom 48 (C): -1.832, atom 49 (C): -2.601, atom 50 (C): 1.991, atom 51 (C): -2.200, atom 52 (C): -1.692, atom 53 (C): -1.731, atom 54 (C): 0.839, atom 55 (O): -1.007, atom 56 (C): -0.590, atom 57 (C): -0.234, atom 58 (C): 2.838, atom 59 (C): -1.644, atom 60 (C): -1.755, atom 61 (C): -2.495, atom 62 (H): 0.459, atom 63 (H): 0.323, atom 64 (H): 0.343, atom 65 (H): 0.480, atom 66 (H): 0.350, atom 67 (H): 0.297, atom 68 (H): 0.453, atom 69 (H): 0.363, atom 70 (H): 0.409, atom 71 (H): 0.395, atom 72 (H): 0.406, atom 73 (H): 0.343, atom 74 (H): -0.065, atom 75 (H): 0.379, atom 76 (H): 0.444, atom 77 (H): 0.264, atom 78 (H): 0.447, atom 79 (H): 0.364, atom 80 (H): 0.407, atom 81 (H): 0.441, atom 82 (H): 0.457, atom 83 (H): 0.407, atom 84 (H): 0.363, atom 85 (H): 0.452, atom 86 (H): 0.344, atom 87 (H): 0.470, atom 88 (H): 0.315, atom 89 (H): 0.329, atom 90 (H): 0.325, atom 91 (H): 0.480, atom 92 (H): 0.314, atom 93 (H): 0.273, atom 94 (H): 0.434, atom 95 (H): 0.325, atom 96 (H): 0.211, atom 97 (H): 0.345, atom 98 (H): 0.473, atom 99 (H): 0.379

Record 2
# C2H4N2O2S

The molecule C2H4N2O2S at a distorted geometry (ωB97M-V with the def2-TZVPD basis set, the OMol25 dataset).

```
11
Properties=species:S:1:pos:R:3:forces:R:3
C 0.82855 0.89304 -0.58692 -0.9 0.2 0.5
C -0.22210 -0.07854 -0.09534 -0.5 0.3 -0.2
N 1.91476 0.49698 -1.04668 0.8 -2.6 -0.5
N 0.30704 -1.41060 -0.21726 0.8 -0.2 -0.4
O 2.80464 -1.92980 -0.18695 0.1 0.1 0.2
O 1.66773 -1.81791 -2.36384 -0.1 0.2 -0.2
S 1.80303 -1.36365 -1.02627 -0.4 1.8 0.4
H 0.60239 1.95171 -0.52617 0.1 0.2 0.0
H -0.49159 0.17865 0.93230 0.0 -0.1 -0.1
H -1.11348 0.03084 -0.72486 0.0 0.1 0.1
H 0.45347 -1.88484 0.65990 0.1 0.0 0.2
```
Positions in Å, forces in eV/Å.

Calculated values
Strongest force on any atom, eV/Å: 2.74
Frontier orbital gap, eV: 11.36
SMILES string: O=S1(=O)N=CCN1
E, eV: -20047.951

Atomic charges from the Mulliken analysis, expressed in e, are listed below: atom 1 (C): 0.048, atom 2 (C): -0.383, atom 3 (N): -0.479, atom 4 (N): -0.383, atom 5 (O): -0.557, atom 6 (O): -0.539, atom 7 (S): 0.999, atom 8 (H): 0.393, atom 9 (H): 0.321, atom 10 (H): 0.234, atom 11 (H): 0.345

Record 3
# CH5NSi2

A cluster of 2 separate species, CH5NSi2 in total at a distorted geometry (ωB97M-V with the def2-TZVPD basis set, the OMol25 dataset).

```
9
Properties=species:S:1:pos:R:3:forces:R:3
C 1.11705 -1.71390 0.95507 -1.3 1.7 0.1
N 1.82052 -2.61718 0.98973 0.5 -0.5 0.0
Si -0.30464 0.76666 -1.21047 0.0 -2.0 -0.7
Si -0.22750 -0.33836 0.84913 1.4 1.9 0.4
H 0.74399 1.76007 -1.08804 0.5 0.0 -0.4
H -0.40427 -0.30227 -2.34565 0.7 0.9 0.8
H -1.54283 1.41966 -1.42674 -1.2 0.7 0.3
H -1.38012 -0.92838 1.48649 -0.4 -0.1 0.3
H 0.17779 1.95370 1.79048 -0.3 -2.6 -0.7
```
Positions in Å, forces in eV/Å.

Calculated values
Strongest force on any atom, eV/Å: 2.72
Frontier orbital gap (alpha / beta), eV: 8.04 / 7.89
E, eV: -18358.805

Atomic charges from the Mulliken analysis, expressed in e, are listed below: atom 1 (C): 0.149, atom 2 (N): -0.328, atom 3 (Si): 0.320, atom 4 (Si): 0.178, atom 5 (H): -0.055, atom 6 (H): -0.057, atom 7 (H): -0.102, atom 8 (H): -0.035, atom 9 (H): -0.068

- What is the strongest force on any atom in the first record?
  4.29 eV/Å